No. 1
{"formula": "C6H14N4O2", "method": "wB97M-V/def2-TZVPD", "orbital_gap_ha": 0.33632, "total_charge": 0, "fmax_ev_per_a": 7.4, "e_lumo_ev": 0.187, "de_lowest_kcal_mol": 318.5, "species": ["C", "C", "C", "C", "C", "C", "H", "H", "H", "H", "H", "H", "H", "H", "H", "H", "H", "H", "H", "H", "N", "N", "N", "N", "O", "O"], "xyz": [[-2.748, 0.026, -1.506], [-2.603, -0.113, 0.058], [-0.591, -0.491, 1.831], [0.797, -1.126, 1.328], [2.497, 0.542, 0.166], [2.670, 0.954, -1.406], [-2.693, 1.212, -1.977], [-1.922, -0.694, -2.184], [-3.827, -0.524, -1.431], [-2.851, -1.365, 0.549], [-3.406, 0.935, 0.548], [-0.526, 0.363, 2.681], [-1.615, -1.022, 2.225], [1.754, -0.935, 2.118], [0.787, -2.308, 1.339], [2.297, 1.385, 0.851], [3.299, 0.048, 0.686], [2.340, 0.078, -2.105], [3.866, 1.172, -1.402], [1.998, 1.930, -1.643], [-1.021, 0.256, 0.452], [1.294, -0.524, 0.151], [0.816, -1.087, -1.116], [-0.787, 1.490, 0.055], [0.101, -2.166, -0.906], [0.075, 1.965, 0.642]], "forces_ev_per_angstrom": [[-0.339, -1.228, -0.723], [1.330, 1.378, 1.046], [-1.472, 3.373, -0.417], [2.333, -1.830, 4.261], [-2.799, -1.028, -2.194], [1.198, 0.763, 1.345], [-0.484, -3.737, 1.719], [-2.584, 2.100, 2.302], [2.091, 1.650, -1.708], [0.730, 4.390, -1.721], [2.441, -3.762, -1.070], [0.596, -1.837, -2.100], [3.106, 0.387, -1.501], [-2.928, -0.243, -1.567], [-0.291, 2.449, -0.600], [-0.695, -0.291, -0.761], [0.746, -0.698, -0.613], [1.060, 1.877, 1.409], [-3.010, -0.241, -0.830], [1.840, -2.372, 0.601], [-6.259, -3.690, 1.546], [0.244, -0.462, -3.141], [-1.327, -3.470, 4.384], [-3.516, -2.757, -1.508], [2.909, 5.091, -0.959], [5.080, 4.190, 2.800]], "lowdin_charge": [-0.226, -0.241, -0.076, -0.231, -0.150, -0.104, 0.121, 0.116, 0.080, 0.179, 0.179, 0.128, 0.125, 0.163, 0.133, 0.088, 0.077, 0.061, 0.100, 0.103, -0.187, -0.179, 0.031, -0.125, -0.128, -0.040]}

=====

No. 2
{"formula": "C6H14N4O2", "method": "wB97M-V/def2-TZVPD", "orbital_gap_ha": 0.33423, "total_charge": 0, "fmax_ev_per_a": 3.2, "e_lumo_ev": 0.579, "smiles": "[H]/N=C(\\N)NCCC[C@H](N)C(=O)O", "de_lowest_kcal_mol": 26.7, "species": ["H", "N", "C", "N", "N", "C", "C", "C", "C", "N", "C", "O", "O", "H", "H", "H", "H", "H", "H", "H", "H", "H", "H", "H", "H", "H"], "xyz": [[-3.416, -0.414, 1.661], [-2.729, 0.131, 1.212], [-2.337, -0.447, 0.142], [-2.635, -1.817, -0.142], [-1.564, 0.230, -0.715], [-0.970, 1.514, -0.483], [0.503, 1.698, -0.869], [1.491, 1.190, 0.211], [1.260, -0.222, 0.788], [2.392, -0.550, 1.579], [1.235, -1.169, -0.375], [0.397, -2.046, -0.564], [2.394, -1.117, -1.087], [-1.820, -2.366, 0.198], [-2.719, -1.909, -1.136], [-1.362, -0.203, -1.610], [-1.631, 2.254, -1.082], [-1.011, 1.878, 0.546], [0.681, 2.766, -1.081], [0.649, 1.183, -1.821], [1.473, 1.837, 1.037], [2.497, 1.120, -0.227], [0.254, -0.273, 1.233], [2.253, -1.501, 1.938], [2.345, 0.063, 2.407], [2.370, -1.831, -1.758]], "forces_ev_per_angstrom": [[-0.633, -1.054, 0.809], [0.691, 0.950, -0.624], [-0.805, -0.166, 1.822], [0.461, 0.319, 0.481], [1.508, -0.386, -1.308], [-1.221, 2.751, -0.933], [-0.267, -0.703, -0.104], [0.030, -0.920, -1.636], [-1.472, 1.142, -2.067], [0.179, -0.393, 1.969], [0.095, -2.485, -0.142], [1.074, 1.341, -0.079], [-0.777, -0.273, -0.430], [-0.775, 0.388, -0.611], [0.136, -0.559, -0.567], [0.142, 0.064, 0.484], [1.223, -0.660, 0.894], [-0.727, -0.688, 0.093], [-0.029, -0.406, 0.248], [0.363, -0.080, -0.084], [0.168, 1.196, 1.129], [-0.198, 0.460, 0.303], [0.311, -0.140, 0.266], [0.300, 0.338, 0.034], [0.341, -0.420, -0.384], [-0.118, 0.385, 0.438]], "lowdin_charge": [0.016, 0.118, -0.584, 0.095, 0.017, -0.218, -0.166, -0.143, -0.364, 0.064, -0.470, 0.072, 0.100, 0.085, 0.060, 0.141, 0.140, 0.109, 0.117, 0.105, 0.098, 0.120, 0.145, 0.101, 0.102, 0.140]}